21
Properties=species:S:1:pos:R:3:forces:R:3 method="wB97M-V/def2-TZVPD" gap_ev=10.27 e_above_lowest_kj_mol=118.8 e_tot_ha=-652.93335 largest_force_ha_per_bohr=0.107 homo_ev=-9.439
C -0.401 1.208 -0.740 1.77 -2.54 2.90
C -1.146 -0.158 -0.721 -0.52 0.33 0.88
C 1.339 0.178 -0.664 -4.55 -0.16 -3.05
C -2.537 0.063 -0.020 0.06 -0.38 -0.99
C 2.646 0.711 -0.281 1.95 0.63 -1.44
C 0.195 -1.014 1.784 0.24 -0.24 0.87
O 0.299 -2.579 -0.387 0.50 -0.03 -0.15
P 0.221 -1.157 0.013 -0.26 1.14 -0.86
H -0.776 1.756 -1.583 0.80 0.77 -0.34
H -0.569 1.716 0.308 0.60 -0.65 -2.24
H -1.371 -0.452 -1.772 0.49 -0.22 0.75
H 1.320 -0.201 -1.776 0.23 0.87 1.78
H -2.437 0.550 1.011 -0.39 -0.92 -1.48
H -3.285 -0.808 -0.124 1.38 1.17 0.69
H -2.875 0.785 -0.786 -0.75 0.24 1.00
H 3.304 -0.149 -0.017 -0.18 0.64 -0.13
H 2.640 1.421 0.538 -0.11 -0.02 0.21
H 3.117 1.250 -1.210 -0.69 -0.95 1.84
H -0.003 -0.006 2.188 1.14 -0.16 -0.16
H -0.747 -1.459 2.056 -0.30 -0.96 0.23
H 1.067 -1.657 2.182 -1.40 1.44 -0.30